Entry 1:
{
  "formula": "C43H54BrCrN5O5SSi4Te",
  "method": "the ωB97M-V functional and the def2-TZVPD basis",
  "total_charge": -1,
  "molar_mass_da": 1124.8,
  "lumo_energy_ha": [0.05719, 0.05489],
  "max_force_ev_per_a": 2.62,
  "multiplicity": 4,
  "species": ["Cr", "O", "C", "C", "C", "C", "C", "C", "C", "N", "C", "C", "N", "H", "H", "H", "H", "H", "H", "H", "Br", "C", "C", "C", "C", "C", "C", "N", "N", "C", "C", "C", "C", "O", "C", "N", "C", "C", "C", "C", "H", "H", "H", "H", "H", "H", "H", "H", "H", "C", "C", "C", "O", "H", "H", "H", "H", "H", "H", "C", "Si", "C", "C", "Si", "Te", "Si", "C", "C", "C", "Si", "C", "C", "C", "H", "H", "H", "H", "H", "H", "H", "H", "H", "H", "H", "H", "H", "H", "H", "H", "H", "H", "H", "H", "H", "H", "H", "H", "H", "H", "H", "O", "C", "O", "C", "C", "C", "C", "S", "C", "C", "H", "H", "H", "H", "H"],
  "xyz": [[0.27607, 0.11405, -0.61334], [2.30573, -0.03769, -0.35108], [3.24840, 0.03325, 0.51671], [4.55827, -0.40488, 0.18314], [5.61091, -0.27172, 1.06036], [5.41839, 0.29459, 2.32599], [4.14572, 0.68711, 2.68719], [3.05765, 0.56151, 1.81864], [1.71874, 0.97727, 2.22332], [0.60723, 0.84945, 1.53034], [-0.40608, 1.42230, 2.26619], [0.09385, 1.90383, 3.42865], [1.44438, 1.61058, 3.39637], [4.69693, -0.84613, -0.79624], [6.59834, -0.61020, 0.76667], [6.24766, 0.41394, 3.01118], [3.99822, 1.09922, 3.68111], [-1.41203, 1.45941, 1.88336], [-0.36558, 2.41755, 4.25418], [2.11902, 1.84927, 4.09859], [6.75741, -4.19926, 1.50909], [5.01790, -4.94138, 1.42505], [3.95489, -4.25803, 1.99429], [2.68184, -4.80356, 1.92181], [2.46636, -6.03439, 1.30361], [3.54913, -6.70541, 0.76108], [4.82656, -6.16332, 0.80742], [1.20327, -6.74264, 1.29843], [0.10348, -6.17823, 1.40073], [-0.14230, -4.82409, 1.03109], [-1.15387, -4.21296, 1.73615], [-1.53052, -2.87403, 1.57047], [-0.87956, -2.09628, 0.62717], [-1.10456, -0.85154, 0.39990], [0.15324, -2.74203, -0.16179], [0.73710, -1.91199, -1.05475], [1.62215, -2.37611, -1.89237], [1.95912, -3.73992, -1.90722], [1.40564, -4.58718, -0.99047], [0.49073, -4.09070, -0.02696], [4.11364, -3.29717, 2.46629], [1.85279, -4.27241, 2.36757], [3.37715, -7.65527, 0.26806], [5.65934, -6.67952, 0.35011], [-1.62684, -4.80553, 2.51164], [-2.29424, -2.42802, 2.19270], [2.06116, -1.66206, -2.57592], [2.66654, -4.10432, -2.63932], [1.65148, -5.63746, -1.02606], [-4.52226, 1.36829, 0.49411], [-3.52012, 0.83447, -0.51009], [-3.89957, -0.38371, -1.32297], [-2.43257, 1.33865, -0.63129], [-5.54988, 1.22999, 0.15605], [-4.32855, 2.42308, 0.68089], [-4.39869, 0.81964, 1.43261], [-4.96674, -0.60396, -1.28566], [-3.34338, -1.23836, -0.93080], [-3.58035, -0.24228, -2.35495], [3.33574, 5.27749, 0.52847], [1.70635, 6.00766, -0.03250], [0.55358, 5.91537, 1.44157], [1.98967, 7.82255, -0.43805], [0.85196, 4.79201, -1.82427], [0.60641, 2.47360, -1.21507], [2.31030, 4.85903, -3.63693], [3.94642, 4.10871, -3.12513], [1.63637, 3.78580, -5.01201], [2.64744, 6.57413, -4.32502], [-1.22676, 5.61621, -2.45953], [-2.42177, 5.50713, -1.01880], [-1.20949, 7.40359, -3.04835], [-1.95696, 4.56875, -3.82734], [3.66487, 5.69212, 1.48587], [4.12636, 5.44305, -0.20948], [3.22232, 4.19304, 0.63874], [1.02298, 6.30283, 2.35062], [0.27785, 4.86833, 1.61191], [-0.37250, 6.47122, 1.26614], [2.39786, 8.36398, 0.42047], [1.05509, 8.30858, -0.73668], [2.68879, 7.92956, -1.27366], [3.75364, 3.17206, -2.59149], [4.49858, 4.76253, -2.44328], [4.58458, 3.88888, -3.98595], [1.28038, 2.84272, -4.58238], [2.40229, 3.55433, -5.75777], [0.78779, 4.25358, -5.52027], [3.08584, 7.22531, -3.56224], [1.72621, 7.05352, -4.67078], [3.34233, 6.52057, -5.16809], [-2.18838, 6.24055, -0.24106], [-2.34038, 4.51073, -0.56859], [-3.45713, 5.65857, -1.33862], [-0.84088, 8.07437, -2.26539], [-2.21463, 7.73121, -3.33123], [-0.55389, 7.52869, -3.91609], [-1.84221, 3.51011, -3.56602], [-1.44506, 4.72762, -4.78095], [-3.02210, 4.77608, -3.96637], [-4.17502, -3.94065, -6.80907], [-3.30614, -4.33441, -5.83811], [-3.16978, -5.50790, -5.62329], [-2.59966, -3.25107, -5.10273], [-2.05862, -3.54100, -3.86005], [-1.41153, -2.57096, -3.11004], [-1.24052, -1.26442, -3.60112], [-0.43318, 0.12667, -2.84673], [-1.77948, -0.99021, -4.87454], [-2.45100, -1.95582, -5.59887], [-4.22829, -2.97689, -6.82158], [-2.16301, -4.54844, -3.47560], [-1.04855, -2.83648, -2.13600], [-1.65875, 0.01137, -5.26915], [-2.81891, -1.68286, -6.58403]],
  "forces_ev_per_a": [[0.751, -1.951, 1.168], [0.127, -0.267, -0.502], [-0.012, 0.219, -0.079], [0.053, -0.015, 0.117], [-0.117, 0.002, -0.018], [0.016, -0.049, 0.005], [0.003, -0.030, 0.021], [-0.084, 0.022, 0.183], [0.231, 0.096, -0.003], [-0.289, -0.250, -0.322], [-0.038, -0.093, -0.066], [0.107, -0.046, 0.008], [-0.052, 0.029, 0.005], [0.005, 0.054, -0.023], [-0.024, 0.005, 0.000], [-0.027, -0.018, -0.002], [0.015, 0.001, -0.017], [0.019, -0.009, -0.014], [0.017, -0.002, -0.014], [-0.008, 0.016, -0.022], [0.031, 0.020, -0.013], [-0.036, 0.001, 0.043], [-0.124, -0.012, -0.036], [0.023, 0.007, 0.282], [-0.367, 0.125, -0.337], [0.168, -0.167, -0.227], [-0.106, -0.044, -0.137], [0.805, 0.086, 0.957], [-0.430, 0.229, -1.059], [0.143, -0.130, 0.145], [-0.115, 0.167, 0.262], [0.026, -0.201, 0.064], [0.474, -0.193, -0.040], [-0.768, 0.044, -0.204], [-0.249, 0.224, 0.325], [-0.097, -0.071, 0.631], [0.219, -0.042, -0.122], [0.034, 0.132, -0.090], [-0.221, -0.042, 0.082], [0.166, -0.304, -0.077], [-0.011, -0.005, 0.001], [0.031, 0.056, 0.013], [0.020, -0.025, 0.096], [0.003, -0.024, 0.043], [-0.074, -0.013, -0.075], [-0.041, -0.019, -0.023], [0.028, 0.029, 0.008], [-0.043, 0.002, -0.031], [0.001, -0.033, 0.058], [-0.027, 0.034, -0.068], [-0.084, -0.228, -0.089], [-0.086, 0.015, 0.044], [-0.287, 0.334, 0.243], [0.022, -0.007, 0.021], [0.051, -0.013, 0.027], [-0.002, -0.032, -0.036], [0.029, 0.007, 0.013], [0.022, 0.020, 0.016], [0.048, 0.009, 0.007], [0.192, -0.269, -0.141], [0.148, 0.045, 0.357], [-0.331, -0.149, 0.022], [-0.076, 0.144, -0.287], [-0.198, 0.525, -0.114], [0.869, 2.457, -0.264], [0.282, -0.286, -0.213], [0.145, -0.102, 0.278], [-0.303, -0.167, -0.067], [-0.151, 0.308, 0.118], [-0.413, 0.061, -0.034], [0.049, -0.126, 0.324], [0.237, 0.209, -0.022], [0.136, -0.310, -0.159], [-0.045, 0.026, -0.035], [-0.019, 0.006, 0.068], [0.038, 0.058, 0.035], [0.022, 0.010, -0.053], [0.017, 0.062, 0.043], [0.054, -0.018, 0.040], [-0.013, -0.046, -0.011], [0.069, 0.006, 0.051], [-0.014, 0.027, 0.080], [0.046, 0.020, -0.043], [-0.002, -0.029, -0.058], [-0.041, 0.044, -0.002], [0.028, 0.021, -0.057], [0.002, 0.056, 0.026], [0.057, -0.021, 0.003], [0.007, -0.024, -0.078], [0.078, -0.018, -0.020], [-0.020, -0.026, 0.027], [-0.038, -0.027, -0.041], [-0.057, 0.051, -0.024], [0.046, 0.020, -0.025], [-0.055, -0.018, -0.055], [0.028, -0.032, 0.014], [-0.073, 0.009, 0.032], [-0.042, 0.048, -0.041], [-0.047, -0.003, 0.033], [0.037, 0.044, 0.017], [0.027, 0.076, -0.051], [0.028, 0.083, 0.018], [-0.003, -0.025, 0.043], [-0.108, -0.083, -0.192], [0.086, -0.004, 0.263], [-0.152, 0.175, -0.263], [0.080, -0.075, 0.174], [-0.493, -0.349, -1.022], [-0.006, -0.122, 0.114], [0.101, 0.230, -0.032], [-0.009, -0.070, 0.040], [-0.006, 0.023, 0.020], [-0.049, -0.059, 0.069], [-0.015, -0.030, -0.052], [0.000, -0.004, 0.005]]
}

=====

Entry 2:
{
  "formula": "C43H55AsBF4NO6ReS2Si4",
  "method": "the ωB97M-V functional and the def2-TZVPD basis",
  "molar_mass_da": 1206.3,
  "lumo_energy_ha": [-0.01876, -0.03858],
  "max_force_ev_per_a": 0.85,
  "multiplicity": 4,
  "species": ["Re", "C", "O", "C", "C", "C", "C", "C", "C", "O", "C", "O", "C", "H", "H", "H", "H", "H", "H", "H", "H", "H", "F", "B", "F", "F", "F", "O", "As", "C", "C", "C", "C", "C", "C", "C", "C", "C", "C", "C", "C", "C", "C", "C", "C", "C", "C", "H", "H", "H", "H", "H", "H", "H", "H", "H", "H", "H", "H", "H", "H", "H", "C", "Si", "C", "C", "Si", "Si", "C", "C", "C", "Si", "C", "C", "C", "H", "H", "H", "H", "H", "H", "H", "H", "H", "H", "H", "H", "H", "H", "H", "H", "H", "H", "H", "H", "H", "H", "H", "H", "H", "H", "H", "O", "S", "O", "N", "C", "S", "C", "C", "C", "C", "C", "C", "H", "H", "H", "H"],
  "xyz": [[0.14360, -0.24691, 0.39424], [-4.73698, 4.57903, 0.13036], [-4.13926, 4.73050, 1.41509], [-3.11131, 3.92430, 1.71521], [-2.58863, 4.06703, 3.02141], [-1.55407, 3.27240, 3.40778], [-0.99393, 2.30042, 2.53992], [0.06505, 1.45049, 2.97698], [0.71967, 1.67039, 4.30530], [0.49263, 0.47856, 2.30193], [-1.51788, 2.19268, 1.23757], [-1.04890, 1.33615, 0.35360], [-2.57844, 3.01051, 0.83043], [-5.56757, 5.27706, 0.10489], [-5.10304, 3.55890, -0.00830], [-4.02177, 4.82428, -0.65811], [-3.02999, 4.79737, 3.68474], [-1.16076, 3.37624, 4.40974], [0.03993, 1.38757, 5.11227], [0.98406, 2.71951, 4.43037], [1.61186, 1.05819, 4.36554], [-2.95447, 2.89114, -0.17264], [2.35285, 0.00302, -4.45864], [1.32487, -0.27581, -3.56844], [0.22481, 0.59174, -3.81832], [0.90386, -1.60178, -3.65006], [1.76774, 0.00539, -2.22432], [-0.78614, -0.59288, -1.35275], [-1.90439, 0.43096, -2.17667], [-2.29350, -0.41359, -3.83786], [-2.21880, 0.26703, -5.04361], [-2.52271, -0.40382, -6.21926], [-2.87542, -1.74483, -6.18330], [-2.92995, -2.42442, -4.97369], [-2.64107, -1.75897, -3.79374], [-3.60351, 0.35544, -1.28393], [-4.72650, 0.71151, -2.03225], [-5.98786, 0.65580, -1.46097], [-6.13333, 0.21751, -0.15170], [-5.02233, -0.17272, 0.58097], [-3.75404, -0.10529, 0.01719], [-1.40968, 2.25177, -2.45751], [-0.11796, 2.69107, -2.20127], [0.20061, 4.01891, -2.42750], [-0.76218, 4.90041, -2.90508], [-2.05056, 4.45786, -3.15835], [-2.37893, 3.12560, -2.93549], [-1.89645, 1.29950, -5.07669], [-2.46119, 0.11795, -7.16536], [-3.09293, -2.26877, -7.10523], [-3.19152, -3.47409, -4.94945], [-2.66905, -2.28899, -2.84920], [-4.62855, 1.00808, -3.06920], [-6.85517, 0.93632, -2.04484], [-7.11977, 0.15993, 0.29165], [-5.12609, -0.54637, 1.58988], [-2.90122, -0.41919, 0.60414], [0.63355, 2.00056, -1.84451], [1.21067, 4.36141, -2.24475], [-0.50317, 5.93585, -3.08595], [-2.80098, 5.14312, -3.53175], [-3.38878, 2.78853, -3.13083], [1.76864, -1.76776, 3.92323], [3.04991, -1.66798, 2.54563], [3.29852, -3.47487, 2.04456], [4.60088, -1.02186, 3.39476], [2.67442, -0.37845, 0.59528], [4.16221, -1.49895, -0.90517], [3.44777, -2.96713, -1.82042], [5.66744, -2.05781, 0.07384], [4.84444, -0.29860, -2.17683], [3.48785, 1.83960, 0.53710], [5.27159, 1.77854, 1.12928], [3.44699, 2.71392, -1.12163], [2.53957, 2.92664, 1.74885], [1.84891, -2.75113, 4.39493], [0.73751, -1.66416, 3.58978], [1.95382, -1.02130, 4.69635], [2.49874, -4.07807, 2.48287], [4.24899, -3.84790, 2.43640], [3.28647, -3.64642, 0.97013], [4.87699, -1.68687, 4.22047], [4.40922, -0.03116, 3.81856], [5.46161, -0.94550, 2.72981], [3.15095, -3.78960, -1.16624], [4.20554, -3.34306, -2.51497], [2.57865, -2.66400, -2.40772], [5.45014, -2.82782, 0.81195], [6.14479, -1.21646, 0.58221], [6.39945, -2.46948, -0.62912], [4.16793, 0.52613, -2.36371], [4.96646, -0.80845, -3.13597], [5.81985, 0.09407, -1.87352], [5.93167, 1.40004, 0.34403], [5.39096, 1.14149, 2.00523], [5.61183, 2.78505, 1.39473], [4.41441, 2.62561, -1.61784], [3.24605, 3.77557, -0.94957], [2.70296, 2.31655, -1.81179], [2.70708, 2.58768, 2.77452], [1.46352, 2.91063, 1.55304], [2.86771, 3.96786, 1.67733], [-1.83474, -2.21486, 4.38219], [-2.29678, -2.63130, 3.09255], [-3.66539, -2.39168, 2.73523], [-1.30449, -2.01057, 1.91357], [-0.61497, -2.95034, 1.32630], [0.54669, -2.60551, 0.12980], [-0.90898, -4.33812, 1.78306], [-0.38451, -5.53745, 1.33634], [-0.84427, -6.70570, 1.93115], [-1.80197, -6.66777, 2.94190], [-2.32961, -5.46092, 3.38735], [-1.85826, -4.31301, 2.78527], [0.35494, -5.55847, 0.54563], [-0.45567, -7.66060, 1.60320], [-2.14233, -7.59348, 3.38765], [-3.07714, -5.42442, 4.16872]],
  "forces_ev_per_a": [[-0.341, -0.183, -0.283], [0.041, 0.028, 0.042], [-0.095, 0.013, -0.042], [0.007, 0.028, 0.001], [0.018, -0.043, -0.028], [0.010, 0.009, 0.002], [0.034, 0.074, 0.155], [-0.208, -0.140, -0.025], [-0.045, 0.012, 0.073], [0.296, -0.066, 0.122], [0.008, -0.195, -0.204], [-0.119, 0.574, 0.025], [0.036, 0.043, 0.108], [-0.007, 0.005, 0.000], [-0.014, -0.002, -0.009], [-0.009, -0.008, -0.013], [0.001, -0.007, -0.018], [-0.011, -0.010, -0.011], [-0.010, -0.032, -0.033], [-0.017, -0.014, 0.020], [0.028, -0.032, 0.007], [0.026, -0.005, -0.011], [-0.105, -0.040, 0.135], [0.217, -0.106, 0.070], [0.242, -0.096, -0.096], [0.051, 0.137, 0.009], [0.025, 0.007, -0.264], [-0.491, 0.607, -0.151], [0.523, -0.662, 0.083], [0.008, -0.202, 0.001], [-0.094, 0.013, -0.062], [-0.002, 0.030, 0.029], [0.008, -0.040, 0.008], [-0.012, -0.004, -0.032], [-0.049, 0.073, -0.017], [-0.085, -0.055, -0.010], [-0.002, 0.014, 0.062], [0.013, 0.023, -0.004], [-0.032, -0.007, 0.043], [0.058, -0.014, -0.003], [-0.056, 0.061, 0.048], [-0.129, 0.242, 0.108], [-0.030, 0.132, 0.068], [0.001, -0.008, 0.012], [-0.020, 0.031, -0.005], [0.013, 0.004, 0.003], [0.070, 0.028, 0.093], [0.005, -0.017, 0.021], [0.004, -0.007, 0.007], [-0.011, 0.004, 0.007], [0.015, 0.002, -0.005], [0.006, 0.006, 0.011], [0.011, -0.038, -0.033], [0.001, -0.009, 0.005], [0.019, 0.005, -0.002], [-0.006, -0.029, 0.027], [0.012, -0.035, -0.034], [-0.037, -0.025, -0.047], [-0.013, 0.001, 0.014], [0.000, -0.004, 0.007], [0.007, -0.011, -0.016], [-0.002, -0.001, -0.007], [-0.163, 0.010, -0.033], [0.072, 0.015, 0.203], [0.034, -0.126, -0.039], [0.132, -0.063, 0.099], [0.046, -0.075, -0.339], [-0.171, 0.139, -0.262], [-0.139, -0.064, 0.036], [0.109, -0.067, 0.128], [0.069, 0.057, -0.085], [0.022, -0.066, 0.379], [0.118, 0.084, -0.054], [-0.037, -0.005, -0.144], [-0.059, 0.025, 0.059], [0.093, 0.021, 0.030], [-0.016, 0.037, 0.029], [-0.056, 0.015, 0.017], [0.007, 0.010, -0.029], [-0.026, -0.017, 0.019], [0.034, -0.011, 0.024], [-0.033, 0.028, -0.019], [0.023, -0.020, -0.014], [-0.027, -0.023, 0.020], [0.010, 0.014, -0.029], [0.002, 0.012, 0.032], [0.005, -0.020, -0.011], [0.060, 0.015, 0.012], [0.005, -0.008, -0.019], [-0.041, 0.029, -0.016], [-0.058, 0.070, -0.074], [0.039, -0.038, 0.038], [-0.054, 0.000, 0.010], [-0.028, -0.006, 0.030], [-0.002, 0.054, 0.007], [0.011, -0.029, -0.040], [0.000, 0.038, 0.009], [0.019, -0.015, -0.031], [0.008, 0.000, 0.019], [-0.002, 0.040, -0.050], [0.087, 0.087, -0.058], [0.046, -0.037, 0.004], [-0.009, 0.061, 0.048], [-0.066, 0.069, -0.106], [-0.012, 0.049, 0.011], [0.134, 0.102, -0.115], [-0.123, -0.259, 0.026], [0.131, -0.182, 0.313], [0.026, 0.180, -0.069], [0.014, -0.031, 0.004], [-0.011, 0.008, 0.004], [0.002, -0.029, 0.005], [0.046, 0.013, -0.020], [-0.069, -0.172, 0.079], [0.006, 0.004, 0.022], [0.001, 0.003, 0.004], [0.006, 0.008, -0.013], [0.021, 0.005, -0.009]]
}

=====

Energy above the lowest of the compared OMol25 structures with the same formula, charge and spin: 35.35; 5.46 (kcal per mole)